Here is 2 unconnected molecules or ions with the total composition C26H23NO at a distorted geometry from OMol25. Energies are from the ωB97M-V functional and the def2-TZVPD basis.

```
51
Properties=species:S:1:pos:R:3:forces:R:3
O 5.099 -0.939 1.626 -0.18 -0.32 -0.32
N -2.395 -2.497 1.635 0.42 0.27 -0.15
C -3.386 -1.524 1.439 0.34 0.07 -0.10
C -4.765 -1.669 1.478 -0.25 0.56 -0.13
C 2.089 1.655 -2.424 -0.16 0.11 -0.02
C -2.747 -0.289 1.200 0.14 -0.52 0.40
C -1.165 -1.919 1.526 -0.67 0.80 0.10
C -0.314 0.721 -2.047 0.02 -0.36 0.78
C -1.307 -0.520 1.268 -0.51 -0.93 -0.05
C 2.892 -1.371 0.640 0.76 0.29 0.59
C -2.674 -3.898 1.923 0.18 -0.12 0.01
C -4.904 0.739 1.079 0.42 0.03 0.01
C 2.123 3.782 -3.631 -0.13 -0.15 0.09
C 0.690 1.635 -2.499 -0.20 1.11 -0.65
C 2.007 0.932 2.003 -0.64 -0.27 -0.35
C 3.787 -0.627 1.453 -0.59 0.01 -0.34
C -0.004 2.708 -3.218 0.92 -0.85 0.45
C -1.584 1.166 -2.505 0.38 1.46 -0.68
C 0.730 3.759 -3.777 0.04 -0.14 0.24
C -3.503 0.860 1.040 -0.79 -0.01 -0.09
C 1.562 -0.990 0.590 -0.19 0.06 0.38
C -5.529 -0.505 1.297 0.50 -0.35 0.00
C 1.075 0.165 1.246 0.86 -0.32 -0.06
C 2.797 2.733 -2.974 -0.28 -0.02 0.02
C -1.396 2.385 -3.218 -0.65 -1.13 0.56
C 5.637 -2.079 0.922 -0.32 0.44 0.23
C 3.316 0.524 2.139 0.43 -0.58 -0.39
C -0.332 0.470 1.167 0.19 0.04 -0.38
H 0.198 4.553 -4.304 0.25 -0.11 0.08
H -2.272 -4.198 2.901 -0.12 0.21 -0.21
H 5.125 -3.006 1.219 0.13 0.27 -0.06
H -0.096 -0.185 -1.486 -0.20 0.10 -0.32
H 6.684 -2.116 1.225 -0.18 -0.06 -0.11
H 0.857 -1.639 0.070 0.28 0.42 -0.21
H -3.757 -4.040 1.929 0.31 -0.04 0.02
H -5.521 1.628 0.934 0.18 -0.28 0.08
H -6.618 -0.575 1.326 0.33 0.08 -0.04
H 3.232 -2.245 0.076 -0.16 0.38 0.30
H -2.536 0.664 -2.333 0.29 0.16 -0.06
H 4.026 1.073 2.756 -0.20 -0.10 -0.15
H -0.256 -2.482 1.715 -0.33 0.06 -0.04
H 2.605 0.815 -1.955 0.02 0.29 -0.04
H 1.647 1.804 2.548 0.15 -0.13 -0.20
H -0.669 1.507 1.146 0.20 -0.21 0.16
H -5.206 -2.651 1.628 -0.17 0.32 0.01
H 5.562 -1.939 -0.167 0.02 -0.02 0.31
H 3.885 2.765 -2.899 -0.29 -0.04 -0.02
H 2.695 4.624 -4.030 -0.17 -0.32 0.08
H -2.998 1.813 0.888 -0.33 -0.14 -0.07
H -2.152 2.982 -3.727 0.08 -0.26 0.26
H -2.237 -4.559 1.162 -0.13 0.27 0.11
```
Positions in Å, forces in eV/Å.

Maximum force, eV/A: 1.66
M, g mol⁻¹: 365.5
Kohn-Sham gap, hartree: 0.130
E_LUMO, eV: -1.8238
Energy above the lowest of the compared OMol25 structures with the same formula, charge and spin, kcal/mol: 0.00
Total energy, hartree: -1134.428919

Results of the Mulliken charge analysis, in e, for atoms 1 through 6: atom 1 (O): -0.4543, atom 2 (N): 0.1691, atom 3 (C): 0.2751, atom 4 (C): -0.9109, atom 5 (C): -0.2547, atom 6 (C): 0.1402

=====

Here is 13 unconnected molecules or ions with the total composition H26O13 at a distorted geometry from OMol25. Energies are from the ωB97M-V functional and the def2-TZVPD basis.

```
39
Properties=species:S:1:pos:R:3:forces:R:3
O -4.542 -0.522 -1.129 -1.95 -1.81 0.11
O -0.604 -1.990 -1.699 2.60 3.11 1.36
O -2.171 -2.557 -0.835 -6.42 -1.25 1.86
O 3.053 -1.856 -2.036 -3.67 -1.87 -0.95
O 0.842 -1.189 3.645 0.98 -4.49 0.19
O 0.965 1.156 -2.477 -0.73 0.98 -1.38
O 1.695 4.388 0.611 -3.79 0.14 -1.37
O 3.928 -2.336 0.040 1.10 2.34 0.28
O -0.476 0.814 0.207 -0.16 -3.75 -0.29
O -3.399 2.727 1.398 1.75 -0.04 -0.74
O -0.958 2.987 -1.274 -2.50 -1.21 -2.25
O 3.535 0.316 1.812 -0.28 1.26 -0.03
O -2.524 -3.526 1.985 -1.81 -0.07 1.10
H 3.615 -1.173 -2.256 1.49 2.49 -1.51
H -0.269 0.057 -0.449 -0.65 2.43 1.43
H 3.965 -1.463 -0.487 -0.37 -2.38 1.89
H -2.955 -2.056 -1.207 1.29 -0.52 0.38
H -3.050 3.610 1.194 -0.52 -0.47 0.17
H 4.444 -2.872 -0.561 0.05 -0.60 -0.02
H -3.909 -0.462 -0.415 0.14 0.08 0.51
H -5.237 -1.215 -0.844 1.84 1.78 -0.52
H -1.641 -3.228 1.929 1.68 0.51 -0.36
H -2.625 -3.355 -0.530 -0.07 -0.05 0.53
H 2.141 -1.668 -2.370 1.41 0.06 0.13
H -2.841 -3.063 2.787 0.08 -0.48 -0.66
H -0.134 -1.592 -0.918 -0.80 -1.04 -0.96
H 0.413 1.818 -2.030 0.01 -0.53 -0.13
H 1.148 4.773 1.307 0.38 -0.09 -0.04
H -0.819 3.160 -2.216 -0.55 0.17 0.00
H 2.548 4.319 0.903 3.29 -0.13 1.34
H 0.645 -0.323 3.539 -0.94 4.21 -0.64
H 3.340 1.278 1.959 0.26 -1.39 -0.37
H -0.003 1.573 -0.060 0.63 0.92 -0.60
H -0.225 3.363 -0.903 3.08 2.10 1.95
H 1.218 -1.489 2.802 -0.03 0.27 0.41
H 3.618 0.196 0.854 -0.04 0.16 0.51
H -4.240 2.802 1.799 -1.27 0.48 0.58
H 0.068 -2.134 -2.276 3.50 -0.54 -3.26
H 1.439 0.734 -1.798 0.99 -0.79 1.37
```
Positions in Å, forces in eV/Å.

Maximum force, eV/A: 6.80
M, g mol⁻¹: 234.2
Kohn-Sham gap, hartree: 0.328
E_LUMO, eV: -0.3556
Energy above the lowest of the compared OMol25 structures with the same formula, charge and spin, kcal/mol: 166.46
Total energy, hartree: -993.507969

Results of the Mulliken charge analysis, in e, for atoms 1 through 6: atom 1 (O): -0.6992, atom 2 (O): -0.4731, atom 3 (O): -0.4410, atom 4 (O): -0.5690, atom 5 (O): -0.6000, atom 6 (O): -0.5880

=====

Here is C20H30ClN3O3 in the gas phase from OMol25. Energies are from the ωB97M-V functional and the def2-TZVPD basis.

```
57
Properties=species:S:1:pos:R:3:forces:R:3
Cl -5.929 0.162 -2.307 0.00 0.00 0.00
O -2.453 1.230 1.057 0.00 0.00 0.00
O -2.475 0.679 4.941 0.12 0.05 -0.12
O -0.637 -2.569 -0.405 0.00 0.00 0.00
N -1.428 -0.293 2.393 0.00 0.00 0.00
N -0.670 -0.353 -0.895 0.01 0.00 0.00
N -3.939 -3.213 -2.855 0.00 0.00 0.00
C -2.617 -0.873 3.031 0.03 0.06 -0.05
C -3.274 -2.975 1.891 0.00 0.00 0.00
C -4.860 -2.256 -2.871 0.00 0.00 0.00
C -1.872 -4.603 3.289 0.00 0.00 0.00
C -3.584 -1.467 1.979 0.00 0.00 0.00
C 0.438 0.024 -0.027 -0.01 0.00 0.00
C -4.666 -1.022 -2.268 0.00 0.00 0.00
C -2.507 -1.750 -1.613 0.00 0.00 0.00
C -3.472 -0.751 -1.627 0.00 0.00 0.00
C 2.155 -0.679 -1.722 0.00 0.00 0.00
C -0.061 1.091 0.960 0.00 -0.01 0.00
C -2.145 -2.110 3.805 0.00 0.00 0.00
C -2.013 -3.196 2.735 0.01 0.00 0.00
C -3.305 0.166 3.911 -0.06 -0.09 0.09
C -2.793 -2.963 -2.230 0.00 0.00 0.00
C 2.766 0.986 0.077 0.00 0.00 0.00
C 1.660 0.470 -0.840 0.00 0.00 0.00
C -1.432 0.709 1.489 0.00 0.00 0.00
C -1.190 -1.605 -0.910 -0.01 0.00 0.00
C 3.164 -0.251 -2.781 0.00 0.00 0.00
H -2.056 -3.756 -2.208 0.00 0.00 0.00
H -0.169 2.054 0.458 0.00 0.00 0.00
H -1.220 -1.945 4.368 0.00 0.00 0.00
H -3.330 0.194 -1.114 0.00 0.00 0.00
H -4.615 -1.292 2.291 0.00 0.00 0.00
H -2.923 -2.396 4.521 0.00 0.00 0.00
H -1.955 -0.042 5.307 -0.09 -0.02 0.08
H -3.616 1.015 3.304 0.00 0.00 0.00
H -2.731 -4.858 3.917 0.00 0.00 0.00
H 0.651 1.211 1.777 0.00 0.00 0.00
H -3.460 -0.950 1.033 0.00 0.00 0.00
H -3.134 -3.315 0.865 0.00 0.00 0.00
H -0.531 -0.627 2.704 0.00 0.00 0.00
H 3.034 0.225 0.816 0.00 0.00 0.00
H 2.748 0.529 -3.423 0.00 0.00 0.00
H -1.224 0.394 -1.283 0.00 0.00 0.00
H 0.700 -0.887 0.518 0.00 0.00 0.00
H 4.085 0.135 -2.344 0.00 0.00 0.00
H 3.436 -1.093 -3.419 0.00 0.00 0.00
H 2.590 -1.451 -1.078 0.00 0.00 0.00
H 2.475 1.891 0.610 0.00 0.00 0.00
H -5.794 -2.472 -3.375 0.00 0.00 0.00
H -4.096 -3.557 2.317 0.00 0.00 0.00
H 3.664 1.223 -0.492 0.00 0.00 0.00
H -0.969 -4.708 3.893 0.00 0.00 0.00
H 1.299 -1.143 -2.215 0.00 0.00 0.00
H -1.819 -5.335 2.482 0.00 0.00 0.00
H -1.143 -2.972 2.110 0.00 0.00 0.00
H -4.201 -0.301 4.338 0.00 0.00 0.00
H 1.334 1.292 -1.493 0.00 0.00 0.00
```
Positions in Å, forces in eV/Å.

Maximum force, eV/A: 0.18
M, g mol⁻¹: 395.9
Kohn-Sham gap, hartree: 0.365
SMILES: CC[C@H](C)[C@@H](CC(=O)N[C@@]1(CO)CC[C@H](C)C1)NC(=O)c1cncc(Cl)c1
E_LUMO, eV: 0.3330
Energy above the lowest of the compared OMol25 structures with the same formula, charge and spin, kcal/mol: 1.20
Total energy, hartree: -1630.352530

Results of the Mulliken charge analysis, in e, for atoms 1 through 6: atom 1 (Cl): -0.2056, atom 2 (O): -0.6771, atom 3 (O): -0.5316, atom 4 (O): -0.7019, atom 5 (N): 0.2376, atom 6 (N): 0.0664

=====

Here is a gas-phase ion, C4H8 (charge -1) from OMol25. Energies are from the ωB97M-V functional and the def2-TZVPD basis.

```
12
Properties=species:S:1:pos:R:3:forces:R:3
C 0.754 -0.435 -1.116 0.44 0.03 0.29
C -1.338 0.332 0.063 0.06 0.33 0.56
C 0.094 -0.110 0.205 -0.01 0.39 -0.19
C 0.740 0.049 1.358 0.05 -0.35 0.25
H -2.025 -0.495 -0.120 0.06 0.00 -0.37
H 0.024 -0.561 -1.914 -0.06 -0.18 0.02
H 1.435 -1.287 -1.080 -0.16 -0.11 0.04
H -1.394 1.077 -0.742 -0.19 -0.21 -0.13
H 0.216 0.379 2.247 -0.10 0.06 -0.06
H -1.673 0.832 0.979 -0.01 -0.06 0.00
H 1.383 0.419 -1.405 -0.10 0.12 -0.09
H 1.783 -0.200 1.523 0.03 -0.02 -0.31
```
Positions in Å, forces in eV/Å.

Maximum force, eV/A: 0.65
M, g mol⁻¹: 56.1
Kohn-Sham gap (spin up / spin down), hartree: 0.113 / 0.370
Multiplicity: 2
E_LUMO (spin up / spin down), eV: 4.5603 / 4.8186
Charge: -1
Energy above the lowest of the compared OMol25 structures with the same formula, charge and spin, kcal/mol: 0.00
Total energy, hartree: -157.123073

Results of the Mulliken charge analysis, in e, for atoms 1 through 6: atom 1 (C): -4.0695, atom 2 (C): -4.1098, atom 3 (C): 2.7200, atom 4 (C): -1.1112, atom 5 (H): 0.8472, atom 6 (H): 0.5336

=====

Here is a molecular structure, C42H39I2N4NdO4S at a distorted geometry from OMol25. Energies are from the ωB97M-V functional and the def2-TZVPD basis.

```
93
Properties=species:S:1:pos:R:3:forces:R:3
Nd 0.543 0.026 -0.234 1.61 0.74 0.87
I 3.067 3.412 -3.588 -0.60 -0.86 -0.16
I 2.372 -0.778 -7.796 -0.32 -0.13 0.55
S -2.768 -0.983 -0.252 2.54 0.98 0.48
O -1.269 -1.445 -0.127 -2.53 0.56 -0.08
O 0.371 -0.774 2.109 0.82 0.16 -0.43
O -0.847 1.139 -1.618 -1.13 0.44 0.07
O 2.061 0.847 -1.793 0.08 0.17 -0.77
N 2.700 1.570 1.211 1.23 1.57 0.23
N -0.378 2.243 0.798 -1.31 1.43 0.18
N 0.958 -1.369 -2.461 0.17 -2.27 1.51
N 2.701 -1.437 0.322 0.15 -0.23 0.91
C -3.762 -4.774 0.491 0.76 0.13 0.65
C 1.417 -4.245 4.015 1.53 -1.39 -0.73
C 1.734 -2.773 2.144 -0.09 0.77 -0.64
C 0.459 -3.112 -3.995 0.33 -1.54 0.34
C -5.776 -3.485 0.033 0.29 -0.72 -0.06
C 2.260 2.072 2.547 0.16 -1.05 1.96
C 2.651 -2.497 1.058 0.26 0.47 -0.76
C -1.248 3.840 -3.963 -0.09 -0.03 -0.01
C 4.742 0.156 0.339 -0.95 -0.01 -0.58
C -4.976 -2.370 -0.199 -1.51 0.05 -0.47
C 1.173 -2.489 -4.968 -0.40 -0.82 -1.95
C 0.853 -1.792 2.746 -0.95 0.01 -0.52
C 2.021 0.569 -3.077 0.43 0.81 2.56
C -3.757 0.493 3.539 -0.19 -1.06 0.55
C -1.069 3.198 0.224 0.88 0.37 1.03
C 3.020 2.849 0.460 -0.58 -0.68 0.39
C 3.951 -1.095 -0.304 1.78 0.93 -0.60
C 4.019 0.891 1.465 -0.20 -0.63 1.79
C -4.119 1.776 3.207 -0.61 1.88 1.23
C 2.216 1.060 -5.421 -0.17 -2.35 0.27
C 1.929 -4.009 2.720 -1.24 -0.35 2.19
C 1.031 2.997 2.662 0.26 -0.76 -1.29
C 2.046 -0.300 -5.753 0.46 1.82 -0.09
C -1.116 2.335 -2.071 2.21 0.67 -0.56
C 2.311 1.472 -4.055 0.35 0.66 -2.03
C -0.304 2.368 2.303 -0.31 -0.42 -1.27
C 0.511 -2.589 -2.713 -1.55 0.03 1.25
C -4.080 2.212 1.897 -0.10 -0.11 -0.61
C -3.328 -0.396 2.542 0.29 0.40 0.72
C -3.003 -3.613 0.430 1.86 -0.28 -0.69
C -1.442 4.807 -1.730 0.25 0.18 -0.49
C 0.421 -2.039 4.073 0.24 0.70 -0.10
C -5.115 -4.715 0.295 -1.70 -0.51 0.19
C -3.292 0.026 1.232 0.03 0.21 -1.09
C -0.971 2.563 -3.467 -1.66 2.41 0.85
C -1.529 4.948 -3.136 0.53 0.09 1.08
C -3.719 1.323 0.900 0.22 -0.54 -0.53
C -1.196 3.521 -1.203 -0.45 -2.27 -0.21
C -3.605 -2.449 0.011 -1.20 -0.58 0.45
C 1.613 -0.754 -3.413 -0.39 1.21 -2.54
C 0.837 -3.195 4.695 -1.02 0.40 1.30
C 1.678 -1.233 -4.770 0.51 1.22 1.63
H 2.182 1.642 -6.313 0.65 1.21 0.09
H -3.270 -5.694 0.809 -0.23 0.13 -0.36
H 5.683 -0.232 0.735 -0.13 0.11 0.26
H 5.042 0.851 -0.471 -0.36 -0.33 0.28
H 4.700 1.617 1.993 -0.32 -0.28 -0.78
H 2.462 -4.761 2.170 0.32 -0.27 0.02
H 0.661 -3.266 5.779 -0.18 -0.32 -0.54
H -1.880 -3.660 0.500 -1.39 0.22 0.26
H 3.114 2.658 3.007 -0.58 -0.53 -0.41
H 3.814 -0.800 -1.336 -0.51 -0.04 -0.20
H -5.652 -5.690 0.365 0.10 1.13 0.00
H 3.573 3.588 1.080 -0.08 -0.53 -0.13
H -3.788 1.610 -0.151 0.27 0.03 0.25
H 3.851 0.141 2.290 -0.19 0.48 -0.80
H -0.071 -4.056 -4.169 0.43 0.33 0.04
H 0.055 -3.143 -1.855 0.25 0.63 -0.83
H 0.936 3.286 3.692 0.36 0.48 0.49
H -1.559 3.940 0.902 0.34 -0.34 -0.33
H -1.137 3.012 2.656 0.34 -0.40 -0.06
H -2.960 -1.349 2.862 0.05 -0.58 -0.16
H 4.755 -1.861 -0.347 -0.89 -0.38 0.33
H -3.871 0.123 4.582 0.32 0.39 -0.90
H -0.762 1.824 -4.182 0.31 -1.25 -0.38
H 3.435 -3.279 0.934 -0.18 0.54 0.11
H -6.883 -3.405 0.000 0.99 -0.22 -0.25
H 1.611 -5.216 4.529 -0.15 0.95 -0.48
H -1.428 5.738 -1.079 -0.26 -1.41 -0.73
H -0.216 -1.254 4.560 0.86 -0.87 -0.39
H 3.548 2.653 -0.459 0.15 -0.22 -0.21
H 1.191 3.844 1.981 -0.16 0.22 0.63
H 2.081 1.188 3.272 0.30 1.06 -1.32
H 1.284 -2.884 -5.982 -0.39 -0.13 0.31
H -4.357 3.224 1.617 -0.04 -0.14 0.16
H -4.460 2.536 3.980 0.51 -1.29 -0.85
H -1.226 3.966 -5.057 0.03 0.12 0.57
H -5.477 -1.474 -0.642 0.72 -0.54 0.76
H 2.063 3.279 0.202 -0.15 0.29 -0.33
H -1.664 5.959 -3.532 -0.02 -0.53 -0.07
H -0.375 1.346 2.716 -0.10 0.46 -0.02
```
Positions in Å, forces in eV/Å.

Maximum force, eV/A: 3.04
M, g mol⁻¹: 1093.9
Kohn-Sham gap (spin up / spin down), hartree: 0.264 / 0.264
Multiplicity: 4
E_LUMO (spin up / spin down), eV: 0.0150 / 0.0163
Energy above the lowest of the compared OMol25 structures with the same formula, charge and spin, kcal/mol: 14.45
Total energy, hartree: -3698.899009

Results of the Mulliken charge analysis, in e, for atoms 1 through 6: atom 1 (Nd): 0.4333, atom 2 (I): -0.0172, atom 3 (I): 0.0631, atom 4 (S): 0.4419, atom 5 (O): -0.0722, atom 6 (O): 0.7668